DFT (ωB97M-V with the def2-TZVPD basis set) results for C25H70F6NO17S2V2 as an isolated structure at a distorted geometry.

DFT total energy, Ha: -5611.622420
E_LUMO (alpha / beta), eV: -3.504 / -3.592
Frontier orbital gap (alpha / beta), hartree: 0.278 / 0.286
Net charge: +1
Relative energy (zero: lowest compared OMol25 entry of this formula, charge and spin), eV: 0.000
HOMO level (alpha / beta), eV: -11.071 / -11.386
Spin multiplicity: 7

Each line ends with the Mulliken charge.
Element x y z (Å)
V (2.892, -2.551, -12.940)  0.94
V (-0.248, -1.349, -12.445)  0.50
C (2.246, -1.014, -10.129)  -0.88
O (1.649, -1.554, -11.258)  -0.57
H (3.110, -0.343, -10.272)  0.30
H (1.540, -0.473, -9.489)  0.25
H (2.735, -1.753, -9.474)  -0.05
C (1.127, -5.144, -10.262)  0.34
F (2.431, -5.362, -10.185)  -0.09
F (0.471, -6.214, -9.824)  -0.14
F (0.791, -4.113, -9.485)  -0.24
S (0.614, -4.835, -12.057)  -0.53
O (-0.133, -5.939, -12.593)  0.04
O (-0.129, -3.599, -12.012)  0.33
N (2.162, -4.536, -12.848)  0.75
S (2.476, -5.902, -13.578)  -0.06
O (3.861, -5.804, -14.004)  -0.48
O (2.226, -7.128, -12.855)  -0.36
C (1.542, -5.876, -15.266)  0.56
F (2.356, -5.262, -16.114)  -0.22
F (1.341, -7.093, -15.717)  -0.17
F (0.379, -5.254, -15.149)  -0.15
O (1.109, -1.941, -13.894)  0.67
H (1.297, -1.262, -14.541)  0.20
C (-3.144, -2.166, -9.052)  -1.45
C (-2.661, -1.854, -10.458)  0.42
O (-1.264, -1.524, -10.500)  -0.38
H (-4.238, -2.231, -9.034)  0.42
H (-3.011, -1.420, -8.263)  0.41
H (-2.778, -3.116, -8.662)  0.27
H (-3.167, -0.933, -10.774)  0.31
H (-2.904, -2.705, -11.089)  -0.19
H (-1.136, -0.643, -10.126)  0.31
C (0.653, -9.800, -11.418)  -0.43
C (-0.363, -10.580, -10.603)  -0.49
O (-0.855, -9.768, -9.541)  -0.43
H (1.261, -10.394, -12.092)  0.47
H (1.319, -9.230, -10.758)  0.12
H (0.179, -8.936, -11.895)  -0.12
H (0.020, -11.531, -10.222)  0.40
H (-1.220, -10.823, -11.244)  0.30
H (-1.502, -10.263, -9.033)  0.24
C (1.863, -9.670, -18.357)  -0.95
C (2.689, -10.576, -17.508)  0.01
O (3.506, -11.366, -18.361)  -0.54
H (1.154, -10.218, -18.979)  0.31
H (2.534, -9.113, -19.018)  0.29
H (1.355, -8.860, -17.831)  0.20
H (2.147, -11.313, -16.902)  0.28
H (3.245, -9.927, -16.813)  0.11
H (3.855, -12.129, -17.899)  0.30
C (-2.144, -3.271, -14.779)  -0.26
C (-2.981, -2.096, -14.306)  -0.50
O (-2.096, -1.218, -13.548)  -0.39
H (-2.490, -3.797, -15.673)  0.58
H (-2.175, -4.078, -14.043)  -0.08
H (-1.119, -2.996, -15.017)  -0.26
H (-3.909, -2.380, -13.806)  0.36
H (-3.322, -1.489, -15.152)  0.40
H (-2.633, -0.416, -13.464)  0.21
C (0.838, -7.836, -6.915)  -0.38
C (1.307, -9.260, -6.640)  -0.32
O (1.575, -9.450, -5.266)  -0.55
H (1.621, -7.090, -7.048)  0.08
H (0.156, -7.514, -6.124)  0.38
H (0.218, -7.772, -7.815)  -0.01
H (2.173, -9.456, -7.277)  0.28
H (0.609, -10.036, -6.971)  0.20
H (0.744, -9.446, -4.785)  0.32
C (7.682, -6.699, -13.599)  -0.98
C (6.725, -7.423, -12.644)  0.62
O (7.500, -7.918, -11.546)  -0.56
H (7.146, -6.226, -14.428)  0.17
H (8.234, -7.468, -14.145)  0.37
H (8.350, -6.006, -13.097)  0.24
H (6.190, -8.278, -13.065)  0.26
H (5.976, -6.711, -12.278)  -0.40
H (6.967, -7.799, -10.756)  0.30
C (5.395, -2.455, -16.680)  -1.45
C (4.890, -3.413, -15.595)  0.14
O (3.664, -2.876, -15.049)  0.10
H (6.390, -2.772, -17.000)  0.43
H (5.501, -1.448, -16.284)  0.32
H (4.735, -2.546, -17.547)  0.38
H (5.683, -3.366, -14.844)  0.18
H (4.762, -4.432, -15.952)  0.09
H (3.187, -2.615, -15.858)  0.00
C (7.073, -3.139, -11.869)  -1.46
C (5.733, -3.829, -11.859)  0.58
O (4.717, -2.814, -11.629)  -0.21
H (7.808, -3.923, -12.070)  0.25
H (7.317, -2.706, -10.894)  0.51
H (7.149, -2.319, -12.582)  0.34
H (5.610, -4.497, -10.999)  0.29
H (5.633, -4.462, -12.741)  -0.35
H (4.983, -2.264, -10.885)  0.18
C (3.383, -3.145, -6.703)  -1.22
C (4.385, -3.646, -7.750)  0.69
O (5.669, -3.139, -7.432)  -0.56
H (3.454, -2.056, -6.642)  0.35
H (3.553, -3.579, -5.721)  0.43
H (2.350, -3.291, -7.033)  0.24
H (4.020, -3.353, -8.733)  -0.51
H (4.380, -4.739, -7.774)  0.25
H (5.959, -3.501, -6.590)  0.34
C (1.262, -2.585, -18.821)  -1.36
C (0.494, -2.498, -17.523)  0.34
O (1.231, -1.680, -16.611)  -0.70
H (2.262, -2.968, -18.613)  0.24
H (1.334, -1.638, -19.357)  0.36
H (0.761, -3.246, -19.531)  0.39
H (0.405, -3.513, -17.128)  -0.08
H (-0.509, -2.125, -17.747)  0.33
H (0.887, -1.836, -15.714)  -0.06
C (-2.906, -6.077, -10.953)  -0.25
C (-3.181, -6.970, -12.166)  -0.10
O (-2.992, -8.336, -11.805)  -0.60
H (-3.542, -6.489, -10.167)  0.44
H (-3.126, -5.021, -11.111)  -0.01
H (-1.870, -6.206, -10.649)  -0.18
H (-2.468, -6.721, -12.954)  -0.07
H (-4.196, -6.852, -12.534)  0.47
H (-2.078, -8.436, -11.513)  0.27